--- a ---
C3H2F2 in the gas phase, computed with the ωB97M-V functional and the def2-TZVPD basis.

Values from the calculation:
- frontier orbital gap (alpha / beta) (eV) = 7.69 / 8.53
- lowest unoccupied orbital energy (alpha / beta) (eV) = -0.72 / -0.43

Each atom is followed by the atoms it is bonded to, with distances in Å.
CARTESIAN COORDINATES (ANGSTROEM)
1 C 0.57441 0.40993 -0.31888  C2 1.320, C3 1.407, H6 1.127
2 C 0.70816 -0.82297 -0.77030  C1 1.320, F4 1.353
3 C -0.59620 0.47484 0.45886  C1 1.407, F5 1.350, H7 1.048
4 F -0.25425 -1.65550 -1.23114  C2 1.353
5 F -0.59887 0.86314 1.75168  C3 1.350
6 H 1.59144 0.89624 -0.30349  C1 1.127
7 H -1.42468 -0.16568 0.41327  C3 1.048

--- b ---
2 unconnected molecules or ions with the total composition C3H2F2, computed with the ωB97M-V functional and the def2-TZVPD basis.

Values from the calculation:
- frontier orbital gap (alpha / beta) (eV) = 6.30 / 9.69
- lowest unoccupied orbital energy (alpha / beta) (eV) = -3.01 / -2.17

Each atom is followed by the atoms it is bonded to, with distances in Å.
CARTESIAN COORDINATES (ANGSTROEM)
1 C -0.84240 -0.28555 1.01891  C2 1.239, H6 1.055
2 C 0.17262 -0.62573 0.39592  C1 1.239, C3 1.339
3 C 1.26494 -0.90766 -0.32501  C2 1.339, F5 1.316, H7 1.083
4 F -2.96888 -1.14867 1.60793  no bonds
5 F 2.39112 -1.31308 0.22301  C3 1.316
6 H -1.54546 0.28365 1.56251  C1 1.055
7 H 1.33060 -0.72948 -1.39158  C3 1.083

Relative to the most stable one, in eV, the structures come out at a 0.000; b 0.943.

--- a ---
C4H5NO3 in the gas phase, computed with the ωB97M-V functional and the def2-TZVPD basis.

Values from the calculation:
- SMILES = C#C[C@H](OC)[N+](=O)[O-]
- frontier orbital gap (eV) = 10.30
- lowest unoccupied orbital energy (eV) = -0.36

Each atom is followed by the atoms it is bonded to, with distances in Å.
CARTESIAN COORDINATES (ANGSTROEM)
1 C 0.29651 -2.56348 0.36291  C2 1.235, H9 1.074
2 C -0.02408 -1.39108 0.14592  C1 1.235, C3 1.423
3 C -0.59359 -0.13250 -0.19517  C2 1.423, O4 1.673, N6 1.466, H10 1.015
4 O 0.25922 1.12307 0.50925  C3 1.673, C5 1.410
5 C 1.38180 1.47527 -0.26836  O4 1.410, H11 1.102, H12 1.212, H13 1.150
6 N -1.93888 -0.04001 0.37900  C3 1.466, O7 1.199, O8 1.223
7 O -2.85098 -0.39287 -0.31496  N6 1.199
8 O -2.06930 0.29266 1.54825  N6 1.223
9 H 0.87716 -3.45927 0.47732  C1 1.074
10 H -0.46991 0.14600 -1.16377  C3 1.015
11 H 2.12831 0.71525 -0.55059  C5 1.102
12 H 1.90722 2.35504 0.37929  C5 1.212
13 H 1.09651 1.87193 -1.30911  C5 1.150

--- b ---
C4H5NO3 in the gas phase, computed with the ωB97M-V functional and the def2-TZVPD basis.

Values from the calculation:
- frontier orbital gap (eV) = 8.80
- lowest unoccupied orbital energy (eV) = -0.64

Each atom is followed by the atoms it is bonded to, with distances in Å.
CARTESIAN COORDINATES (ANGSTROEM)
1 C -1.62457 -0.02000 0.64985  O6 1.419, H11 1.097, H12 1.095, H13 1.094
2 C 0.72371 -0.90150 -1.97444  O5 1.359, N8 1.475
3 C 0.82070 -0.22191 0.07308  C4 1.525, O5 1.405, O6 1.503, O7 1.345
4 C 0.74860 0.98615 -0.85465  C3 1.525, N8 1.259, H10 1.078
5 O 1.33589 -1.19682 -0.79707  C2 1.359, C3 1.405
6 O -0.55634 -0.81836 0.16415  C1 1.419, C3 1.503
7 O 1.49298 -0.03576 1.22277  C3 1.345, H9 0.968
8 N 0.67029 0.57106 -2.04098  C2 1.475, C4 1.259
9 H 1.50357 -0.85898 1.73200  O7 0.968
10 H 0.58130 2.00504 -0.54431  C4 1.078
11 H -1.37176 0.38511 1.63715  C1 1.097
12 H -1.84973 0.80486 -0.03366  C1 1.095
13 H -2.47464 -0.69887 0.76611  C1 1.094

Relative to the most stable one, in eV, the structures come out at a 2.760; b 0.000.

--- a ---
C4H5NO3 in the gas phase, computed with the ωB97M-V functional and the def2-TZVPD basis.

Values from the calculation:
- SMILES = Oc1cc(O)n(O)c1
- frontier orbital gap (eV) = 8.35
- lowest unoccupied orbital energy (eV) = 0.42

Each atom is followed by the atoms it is bonded to, with distances in Å.
CARTESIAN COORDINATES (ANGSTROEM)
1 O 2.71095 0.03958 0.03106  C2 1.398, H9 0.926
2 C 1.31456 -0.01115 0.08437  O1 1.398, C3 1.469, C8 1.403
3 C 0.55171 -1.26424 0.16007  C2 1.469, C4 1.391, H10 1.066
4 C -0.74154 -0.77794 -0.00239  C3 1.391, O5 1.427, N6 1.399
5 O -2.01048 -1.40265 -0.19453  C4 1.427, H11 1.039
6 N -0.68169 0.59545 -0.26408  C4 1.399, O7 1.438, C8 1.308
7 O -1.71426 1.31316 0.43328  N6 1.438, H12 0.998
8 C 0.52528 1.09936 -0.24903  C2 1.403, N6 1.308, H13 1.207
9 H 2.91741 -0.78775 0.39141  O1 0.926
10 H 0.93577 -2.25866 0.14502  C3 1.066
11 H -2.44619 -0.64842 0.37212  O5 1.039
12 H -2.13070 1.88845 -0.26748  O7 0.998
13 H 0.76918 2.21481 -0.63982  C8 1.207

--- b ---
C4H5NO3 in the gas phase, computed with the ωB97M-V functional and the def2-TZVPD basis.

Values from the calculation:
- SMILES = O=C/C(=N/O)[C@H]1CO1
- frontier orbital gap (eV) = 9.96
- lowest unoccupied orbital energy (eV) = -0.25

Each atom is followed by the atoms it is bonded to, with distances in Å.
CARTESIAN COORDINATES (ANGSTROEM)
1 O -0.01357 1.68051 2.13029  C2 1.244
2 C -0.81809 1.06454 1.40938  O1 1.244, C3 1.499, H9 1.164
3 C -0.48238 0.34711 0.13620  C2 1.499, N4 1.318, C6 1.545
4 N -1.56892 -0.19460 -0.37699  C3 1.318, O5 1.354
5 O -1.41696 -0.93763 -1.49870  N4 1.354, H10 0.989
6 C 1.02069 0.21100 -0.19643  C3 1.545, C7 1.559, O8 1.421, H11 1.069
7 C 1.63704 -1.21402 -0.05273  C6 1.559, O8 1.417, H12 1.109, H13 1.099
8 O 1.42309 -0.58327 -1.30386  C6 1.421, C7 1.417
9 H -1.96951 1.01718 1.57574  C2 1.164
10 H -0.45648 -1.06566 -1.69852  O5 0.989
11 H 1.67907 1.01140 0.06403  C6 1.069
12 H 2.71514 -1.28826 0.19730  C7 1.109
13 H 0.93007 -2.04117 0.10006  C7 1.099

--- c ---
2 unconnected molecules or ions with the total composition C4H5NO3, computed with the ωB97M-V functional and the def2-TZVPD basis.

Values from the calculation:
- frontier orbital gap (eV) = 8.10
- lowest unoccupied orbital energy (eV) = -0.04

Each atom is followed by the atoms it is bonded to, with distances in Å.
CARTESIAN COORDINATES (ANGSTROEM)
1 C 0.11625 -0.40112 -0.41425  C2 1.595, C4 1.314, N10 1.345
2 C -0.93170 -0.25724 0.78000  C1 1.595, C3 1.393, O11 1.373
3 C -0.95282 1.07513 1.18575  C2 1.393, H8 1.089, O12 1.447
4 C 0.39620 0.83298 -0.76633  C1 1.314, O12 1.366, O13 1.360
5 H 0.48273 -1.85217 -1.84935  N10 1.116
6 H 1.72399 -1.88116 -0.71135  N10 1.042
7 H -1.02499 -1.93790 1.45448  O11 1.079
8 H -1.56637 1.52563 1.96512  C3 1.089
9 H 1.61972 2.34894 -0.90402  no bonds
10 N 0.75636 -1.51120 -0.82271  C1 1.345, H5 1.116, H6 1.042
11 O -1.58453 -1.04698 1.69393  C2 1.373, H7 1.079
12 O -0.20215 1.69093 0.11288  C3 1.447, C4 1.366
13 O 1.16730 1.41414 -1.72414  C4 1.360

--- d ---
C4H5NO3 in the gas phase, computed with the ωB97M-V functional and the def2-TZVPD basis.

Values from the calculation:
- SMILES = C#CCOC(=O)NO
- frontier orbital gap (eV) = 10.06
- lowest unoccupied orbital energy (eV) = 0.28

Each atom is followed by the atoms it is bonded to, with distances in Å.
CARTESIAN COORDINATES (ANGSTROEM)
1 C 3.19483 -0.69119 0.11987  C2 1.260, H9 0.992
2 C 2.03629 -0.34340 -0.23437  C1 1.260, C3 1.342
3 C 1.09914 0.59759 -0.04236  C2 1.342, O4 1.523, H10 1.115, H11 1.256
4 O -0.11617 -0.26584 -0.35530  C3 1.523, C5 1.414
5 C -1.20358 0.54596 0.04152  O4 1.414, O6 1.266, N7 1.346
6 O -0.99648 1.79013 -0.06674  C5 1.266
7 N -2.33649 -0.17975 0.09487  C5 1.346, O8 1.321, H12 1.023
8 O -2.26510 -1.46371 -0.20750  N7 1.321, H13 1.156
9 H 4.10624 -1.07923 0.06053  C1 0.992
10 H 0.88111 1.14397 0.90468  C3 1.115
11 H 1.16293 1.54816 -0.86048  C3 1.256
12 H -3.15072 0.28936 -0.31071  N7 1.023
13 H -2.41199 -1.89204 0.85598  O8 1.156

Relative to the most stable one, in eV, the structures come out at a 0.115; b 0.000; c 1.240; d 2.627.